{"formula": "CH6O2Si2", "method": "wB97M-V/def2-TZVPD", "total_energy_ev": -20982.241, "e_lumo_ev": -0.7, "homo_energy_ev": -8.43, "total_charge": 0, "elements": ["O", "Si", "H", "Si", "C", "H", "H", "O", "H", "H", "H"], "positions_angstrom": [[-0.36590, -0.01032, 0.24639], [2.63354, 0.29196, -0.15209], [-4.11090, 1.64149, -0.31869], [-4.16558, 0.17018, -0.14561], [0.28062, -0.96686, -0.06801], [-0.16270, -1.96826, -0.20490], [3.70147, -0.22772, -0.99328], [1.56173, -0.98269, -0.31912], [-4.38167, 0.15797, 1.32198], [2.04840, 1.53266, -0.63510], [2.96099, 0.36159, 1.26843]], "lowdin_charge": [0.034, 0.660, -0.271, 0.550, -0.452, 0.145, -0.057, -0.229, -0.271, -0.055, -0.055]}

=====

{"formula": "C32H34ClNPSiSn", "method": "wB97M-V/def2-TZVPD", "total_energy_ev": -70739.454, "e_lumo_ev": [-6.5, -6.3], "homo_energy_ev": [-10.87, -10.45], "total_charge": 1, "elements": ["H", "H", "C", "C", "C", "C", "C", "C", "H", "C", "C", "N", "H", "H", "H", "H", "C", "H", "C", "H", "H", "H", "Sn", "H", "C", "H", "H", "C", "H", "Cl", "C", "C", "H", "C", "H", "H", "P", "H", "H", "C", "H", "H", "H", "C", "C", "C", "C", "C", "C", "C", "C", "C", "H", "H", "C", "C", "C", "H", "C", "H", "H", "C", "H", "H", "C", "C", "H", "Si", "H", "H", "H"], "positions_angstrom": [[-1.58561, 1.43039, 4.60692], [-5.00440, -1.22312, -5.77418], [3.02701, -2.22385, -6.19693], [1.18738, -0.71979, -4.70508], [1.10499, -1.68779, 0.67297], [1.68610, -2.17070, -6.58692], [2.19363, 1.85993, 4.54660], [0.20524, -1.51464, 1.75036], [-0.63566, 3.00982, -2.85469], [-3.41152, -1.62066, -4.36542], [0.41108, 2.01449, -4.47760], [-0.13935, 1.65286, 1.66491], [-0.37667, 5.27955, -3.84140], [1.80713, 3.58940, -7.16041], [-1.73339, 1.58423, -5.80862], [-1.08369, 4.25365, 3.28643], [2.90480, 3.40722, 2.81017], [-3.14131, 0.53056, 0.82545], [1.90867, 2.92581, 1.97006], [3.86391, 3.22390, 4.74624], [4.49337, -1.58790, -4.73902], [-3.90332, 0.81323, -6.71110], [0.01315, 0.68728, -0.59586], [-2.77694, 4.26465, 2.74747], [0.33677, -2.01422, -0.49952], [-2.02371, -1.71300, 1.88338], [1.57551, 1.33198, -6.17685], [3.44756, -1.54502, -5.04573], [2.84194, -0.31343, -3.36655], [2.42318, 0.77855, -0.71304], [1.26931, 3.46922, -6.21880], [-3.00163, 1.61621, 0.90954], [-3.88767, -2.51093, -3.95180], [0.72711, 4.57915, -5.56594], [0.48608, -1.32858, 2.78509], [-2.30576, 0.13251, 3.61030], [0.09664, 0.37422, -3.71510], [-3.96813, 2.05405, 1.20545], [-2.73309, 2.02681, -0.07215], [-2.19536, 0.68122, -5.40679], [2.34225, 1.39938, 5.52763], [0.47831, 0.62777, 4.06364], [-0.28442, -1.41025, -6.14642], [2.53276, -0.81544, -4.28732], [0.76281, -1.43212, -5.84113], [-3.42717, 0.24795, -5.90833], [-0.11150, 3.14151, -3.80572], [-2.25061, 1.21964, 3.75915], [-1.76049, 3.94784, 2.47639], [0.04133, 4.41332, -4.35585], [-1.55136, -0.05692, -4.40106], [-1.11787, -1.72808, 1.27587], [-1.88189, -2.36968, -0.72154], [-3.25749, 1.57078, 4.03418], [1.13016, 2.18996, -5.67118], [3.06010, 2.86775, 4.09739], [-2.17142, -1.21227, -3.87764], [0.74124, -2.31394, -1.46713], [-1.04321, -2.05932, -0.10116], [3.74439, -2.79663, -6.78696], [1.81112, 3.27313, 0.94041], [1.15268, 1.42004, 3.73518], [-1.46606, 4.48681, 1.56504], [2.18816, -1.66811, 0.74544], [-4.03943, -0.89428, -5.38593], [0.95063, 1.97576, 2.43470], [0.83892, 5.57510, -5.99736], [-1.74964, 2.10487, 2.20032], [3.57364, 4.19559, 2.45453], [1.34706, -2.70469, -7.47614], [-1.66749, -1.78825, -3.09717]], "lowdin_charge": [0.031, 0.112, -0.065, -0.372, -0.212, -0.066, -0.054, -0.106, 0.081, -0.071, -0.377, -0.136, 0.110, 0.113, 0.107, 0.043, -0.053, 0.028, -0.034, 0.117, 0.112, 0.113, 1.021, 0.045, -0.216, 0.102, 0.108, -0.068, 0.065, 0.016, -0.062, -0.196, 0.111, -0.066, 0.107, 0.030, 1.018, 0.051, 0.008, -0.072, 0.117, 0.099, 0.107, -0.100, -0.072, -0.064, -0.112, -0.166, -0.155, -0.073, -0.380, -0.153, 0.100, 0.047, -0.067, -0.041, -0.105, 0.107, -0.162, 0.112, 0.097, -0.015, 0.040, 0.092, -0.066, -0.387, 0.112, 0.349, 0.117, 0.112, 0.088]}

=====

{"formula": "C6H10O", "method": "wB97M-V/def2-TZVPD", "total_energy_ev": -8427.626, "e_lumo_ev": [0.0, 0.7], "homo_energy_ev": [-7.33, -8.45], "total_charge": 0, "elements": ["H", "H", "H", "C", "H", "C", "H", "C", "C", "H", "C", "O", "H", "H", "H", "C", "H"], "positions_angstrom": [[-0.34529, 2.35761, -0.22945], [-2.00834, -1.29761, 0.43321], [-0.08719, -1.14810, -1.75656], [-1.06758, -0.80993, 0.74220], [1.71577, -1.97276, -0.29128], [0.32120, -0.34807, -1.12657], [1.62365, 0.97548, 0.56752], [-0.63375, 0.24839, -0.20278], [1.11414, -1.09906, -0.01385], [-1.83902, 1.83891, 0.58175], [1.79965, -0.07940, 0.72300], [-0.05152, -1.77669, 0.65863], [-1.71907, 1.83494, -1.19074], [2.65981, -0.33354, 1.34068], [0.89216, 0.36467, -1.72775], [-1.17026, 1.63266, -0.25941], [-1.23837, -0.39236, 1.74507]], "lowdin_charge": [0.080, 0.135, 0.134, -0.213, 0.143, -0.114, 0.057, -0.267, -0.364, 0.080, 0.096, -0.117, 0.085, 0.061, 0.127, -0.049, 0.125]}

=====

{"formula": "C9H10MoN9O2S2", "method": "wB97M-V/def2-TZVPD", "total_energy_ev": -50488.396, "e_lumo_ev": [-14.3, -14.3], "homo_energy_ev": [-19.54, -19.54], "total_charge": 3, "elements": ["H", "C", "S", "Mo", "H", "H", "H", "H", "N", "N", "H", "H", "C", "O", "H", "O", "N", "C", "H", "N", "N", "N", "C", "N", "C", "C", "C", "C", "N", "S", "C", "N", "H"], "positions_angstrom": [[-3.34641, 9.65711, 6.18073], [-6.95249, 14.71070, 8.16489], [-6.01411, 11.73404, 7.75396], [-6.34171, 9.53984, 8.67021], [-1.71695, 9.37896, 7.13984], [-3.67716, 7.30769, 11.53869], [-9.16175, 9.68691, 5.20003], [-2.44242, 8.60234, 11.45806], [-6.59546, 15.47329, 7.38321], [-7.66223, 8.75749, 7.03539], [-1.29678, 9.42325, 8.85933], [-9.67551, 7.98603, 4.68861], [-7.35384, 13.73050, 9.12089], [-6.12128, 8.66174, 10.57047], [-2.32375, 7.16478, 10.41157], [-4.29359, 9.65889, 6.44524], [-9.15681, 8.67067, 5.23570], [-8.10449, 14.19664, 10.24709], [-1.58848, 7.86715, 8.04689], [-8.73285, 14.53606, 11.14879], [-8.32245, 6.81845, 6.29036], [-8.37151, 8.12705, 6.18855], [-7.01206, 12.44509, 9.00244], [-7.07374, 7.78913, 7.77053], [-3.01188, 7.86055, 10.88511], [-7.47658, 6.63430, 7.30773], [-1.90602, 8.90895, 8.10405], [-3.79651, 8.57653, 9.84799], [-5.00287, 8.93858, 9.93582], [-7.32532, 11.13154, 10.12189], [-3.34641, 8.96596, 8.49049], [-4.35427, 9.29841, 7.76129], [-7.18715, 5.65954, 7.65305]], "lowdin_charge": [0.140, -0.126, 0.835, 1.384, 0.101, 0.117, 0.158, 0.140, 0.311, -0.014, 0.136, 0.169, -0.243, -0.133, 0.116, 0.009, 0.237, -0.119, 0.131, 0.317, 0.231, -0.206, -0.971, -0.097, 0.076, -0.057, 0.066, -0.167, -0.227, 0.858, -0.182, -0.150, 0.159]}

=====

{"formula": "C4H7N3", "method": "wB97M-V/def2-TZVPD", "total_energy_ev": -8728.839, "e_lumo_ev": 0.5, "homo_energy_ev": -7.28, "total_charge": 0, "elements": ["C", "H", "N", "H", "N", "C", "H", "C", "N", "C", "H", "H", "H", "H"], "positions_angstrom": [[0.89177, -0.26122, -0.59035], [1.27235, -2.04569, 0.32549], [-1.99004, 0.90459, 1.32157], [-2.20233, 0.56908, 2.25505], [0.68266, -1.22555, 0.28302], [-0.43187, -1.06567, 1.21026], [1.96407, -1.22110, -2.01767], [-0.03315, 0.81214, -0.23753], [1.82882, -0.31454, -1.58973], [-0.95620, 0.10887, 0.76950], [-0.33885, 1.55530, -0.97881], [-2.83052, 0.78802, 0.76009], [1.79747, 0.43087, -2.27003], [0.40339, 1.30821, 0.64183]], "lowdin_charge": [-0.350, 0.133, 0.033, 0.068, 0.038, -0.092, 0.104, -0.066, 0.142, -0.457, 0.123, 0.073, 0.101, 0.151]}

=====

{"formula": "C10H32O11", "method": "wB97M-V/def2-TZVPD", "total_energy_ev": -33408.367, "e_lumo_ev": 0.3, "homo_energy_ev": -9.69, "total_charge": 0, "elements": ["H", "H", "H", "O", "H", "C", "H", "C", "H", "C", "O", "H", "H", "O", "H", "O", "H", "H", "C", "C", "C", "H", "O", "H", "H", "H", "H", "H", "H", "H", "C", "H", "H", "O", "H", "H", "H", "O", "C", "H", "O", "H", "O", "H", "H", "H", "C", "O", "H", "C", "H", "H", "O"], "positions_angstrom": [[1.84612, -1.99001, -0.57671], [1.18119, -1.53114, 1.71877], [-1.20526, -1.07413, 4.97839], [2.23242, -3.29008, 1.86512], [0.22097, -1.01546, 4.05110], [0.19579, -2.58661, 5.41759], [-1.16872, -1.94524, 2.64381], [-1.45667, 1.07098, -3.63563], [-0.47957, -3.25052, 5.95956], [-0.51528, -1.73790, 4.42651], [-2.83293, 3.77689, -0.77943], [-0.20438, 3.93430, 1.25608], [-3.01649, 3.12639, -1.45917], [2.35879, 1.98920, -1.26807], [3.26607, -1.22342, -1.30167], [-0.92810, 0.34552, 1.40214], [1.41852, 2.20351, -1.31336], [1.32492, -4.16409, 5.05245], [2.47978, 0.66988, -0.75273], [-1.83346, 3.27189, 0.13966], [-2.66174, 0.74871, -4.50970], [-1.47310, 2.09354, -3.24386], [-1.28645, -2.40850, 3.48091], [-2.36284, 2.98473, 1.05342], [1.29455, -3.64649, -0.43944], [-0.00838, 0.24084, 1.13793], [0.16471, -2.91037, 1.84217], [-1.46910, 2.31534, -0.24321], [3.13034, 0.71357, 0.13155], [-1.06949, 5.26393, 0.48491], [1.07286, -2.61379, -0.12389], [2.03195, -3.49890, 2.78701], [-0.12824, -1.71572, -1.37153], [1.24538, -3.27327, 4.70064], [-2.12707, 0.01640, -2.12667], [1.52705, 0.31144, -0.34917], [-0.57818, 0.93478, -4.26702], [-1.27413, 0.14508, -2.55521], [1.10352, -2.59128, 1.38519], [-3.51644, 0.44502, -3.89737], [-0.21635, -2.20147, -0.54550], [-2.07745, 0.07926, -6.25103], [2.15717, -0.54815, -2.83437], [-2.96393, 1.66680, -5.02828], [1.05081, 4.45367, -0.55539], [3.99813, 0.17152, -2.13431], [3.06211, -0.25827, -1.77072], [-2.39931, -0.29493, -5.42711], [0.68805, -1.93458, 6.14629], [-0.72767, 4.23773, 0.33830], [-1.42443, 0.21680, 0.58947], [2.17704, 0.16933, -3.47284], [0.17689, 4.10727, -0.75556]], "lowdin_charge": [0.076, 0.109, 0.125, -0.050, 0.124, -0.214, 0.056, -0.222, 0.126, -0.295, -0.066, 0.125, 0.060, -0.058, 0.106, -0.037, 0.060, 0.092, -0.248, -0.237, -0.250, 0.111, -0.048, 0.121, 0.132, 0.011, 0.106, 0.092, 0.129, 0.125, -0.230, 0.054, 0.060, -0.075, 0.080, 0.099, 0.120, -0.080, -0.258, 0.122, -0.058, 0.088, -0.054, 0.121, 0.088, 0.128, -0.246, -0.051, 0.120, -0.232, 0.030, 0.083, -0.071]}

=====

Asked for energy above the lowest of the compared OMol25 structures with the same formula, charge and spin across the records above, the calculation gives 401.0 0.0 348.7 38.8 274.0 76.2 kJ/mol in order.
Asked for F_max across the records above, the calculation gives 1.35 2.33 1.57 2.87 0.97 2.45 eV Å⁻¹ in order.